1.
108
Properties=species:S:1:pos:R:3:forces:R:3:lowdin_charge:R:1 method="wB97M-V/def2-TZVPD" lumo_energy_ev=-9.9100 gap_ev=7.13 energy_ha=-4412.5006 total_charge=+3
Ti -0.277938 -0.236856 0.132412 -0.1090 -0.2399 -0.7924 1.099
C 2.333170 3.560659 3.169508 0.0128 -0.0840 -0.0560 -0.011
N 2.452488 2.686185 1.996496 -0.0867 -0.0329 -0.0540 -0.164
C 3.815321 2.441664 1.534611 -0.0645 -0.0190 -0.0036 -0.022
C 1.352455 2.306845 1.280825 0.1603 -0.1439 -0.0966 -0.353
N 1.169831 1.005026 0.920324 0.1193 -0.1411 0.4061 -0.019
C 2.167886 0.049170 1.474649 0.0280 0.0248 0.0276 -0.169
C 1.566258 -1.224209 2.037905 0.0370 0.0376 -0.0004 -0.129
N 0.649473 -1.924304 1.091762 -0.0137 0.0574 -0.0433 -0.193
C -0.300396 -2.814640 1.850188 0.1943 0.0353 -0.0319 -0.099
C -1.719058 -2.464456 1.469002 -0.1397 -0.0232 0.0185 -0.171
N -1.752767 -1.887660 0.110058 0.0694 0.3520 0.1226 -0.018
C -2.695343 -2.417789 -0.686995 0.0865 -0.1819 -0.0129 -0.392
N -3.426053 -1.595081 -1.490374 -0.1950 -0.1828 0.1397 -0.135
C -3.929698 -2.087546 -2.778438 -0.0213 -0.0005 0.0012 -0.026
C -4.216453 -0.583655 -0.765058 0.0740 0.1711 -0.1130 -0.031
N -2.972256 -3.731818 -0.660888 0.1151 0.0376 -0.3021 -0.129
C -4.326551 -4.271064 -0.818506 0.0113 0.0893 -0.0160 0.002
C -1.946947 -4.748211 -0.460764 0.0105 0.0440 0.0625 -0.005
C 1.370224 -2.693857 0.017851 -0.0174 0.0118 0.0191 -0.111
C 1.013850 -2.131998 -1.349589 0.0025 -0.0056 0.0463 -0.189
N 1.261017 -0.684976 -1.281024 0.0348 -0.0924 0.1994 -0.051
C 2.434085 -0.282312 -1.816847 -0.0285 0.0486 -0.0690 -0.366
N 2.795316 1.006665 -1.878875 0.0991 -0.0048 -0.0314 -0.090
C 4.176548 1.411244 -2.176328 -0.0428 -0.0419 -0.0170 0.003
C 1.882139 2.125339 -1.869956 -0.1114 0.1058 -0.0028 -0.053
N 3.319600 -1.165646 -2.383627 -0.0179 -0.0310 0.0259 -0.177
C 4.055451 -2.183585 -1.638097 -0.0200 -0.0352 -0.0275 -0.020
C 3.719006 -0.987156 -3.783246 0.0205 0.0189 0.0139 -0.020
N 0.528731 3.280516 0.882237 -0.0532 0.2930 0.1298 -0.086
C -0.872156 3.144401 0.529456 0.0099 -0.0265 -0.0586 -0.046
C 0.964467 4.689169 0.901731 -0.0754 -0.1073 0.0032 0.010
H 2.888177 3.100658 3.987927 -0.0033 0.0085 0.0063 0.109
H 1.293081 3.638055 3.470763 -0.0499 0.0058 0.0148 0.093
H 2.745586 4.553853 2.987240 0.0104 0.0015 0.0026 0.100
H 4.307313 3.398484 1.343203 0.0140 0.0025 0.0114 0.111
H 3.804117 1.872992 0.607296 0.0063 -0.0105 0.0261 0.064
H 4.401320 1.900444 2.279765 0.0117 0.0111 0.0018 0.110
H 2.669534 0.500085 2.324684 0.0615 0.0763 0.0344 0.121
H 2.925858 -0.168644 0.719595 0.0159 -0.0286 0.0001 0.105
H 0.974185 -0.976815 2.914485 0.0209 0.0176 -0.0054 0.087
H 2.374208 -1.893691 2.345125 -0.0437 -0.0582 0.0114 0.160
H -0.135508 -2.687691 2.917502 -0.0582 0.0237 0.0069 0.130
H -0.061273 -3.843707 1.598882 -0.0194 -0.0396 0.0411 0.121
H -2.111580 -1.726372 2.163286 0.0271 -0.0034 0.0126 0.085
H -2.362241 -3.336040 1.571585 0.0246 0.0098 -0.0654 0.131
H -3.699185 -3.136948 -2.911876 0.0136 -0.0873 0.0245 0.089
H -3.455359 -1.558627 -3.601821 -0.0443 -0.1058 0.0815 0.058
H -5.007967 -1.952094 -2.854678 0.0002 -0.0271 0.0029 0.113
H -3.840182 0.430129 -0.890556 0.0378 0.0635 -0.0392 0.040
H -5.244953 -0.613098 -1.123994 0.0032 -0.0019 0.0026 0.110
H -4.215388 -0.807656 0.299287 -0.0132 0.0075 0.0113 0.095
H -5.056718 -3.467371 -0.846967 0.0049 -0.0182 -0.0074 0.100
H -4.541643 -4.900152 0.045657 -0.0050 -0.0145 -0.0049 0.114
H -4.409659 -4.878916 -1.719695 -0.0057 0.0031 -0.0024 0.107
H -0.962493 -4.295882 -0.549169 -0.0144 -0.0239 0.0069 0.073
H -2.054870 -5.504358 -1.238789 0.0035 -0.0177 0.0181 0.114
H -2.040117 -5.239588 0.509550 -0.0140 -0.0076 0.0003 0.110
H 1.122302 -3.749948 0.087520 0.0091 -0.0101 0.0542 0.129
H 2.435420 -2.590605 0.201090 -0.0256 -0.0394 0.0091 0.103
H -0.042765 -2.308223 -1.562178 0.0104 0.0065 -0.0284 0.096
H 1.572413 -2.614229 -2.148869 0.0551 0.0166 0.0186 0.131
H 4.858668 0.578206 -2.047463 0.0013 0.0480 0.0204 0.103
H 4.449389 2.209408 -1.487409 0.0121 0.0149 -0.0304 0.093
H 4.258828 1.797177 -3.193146 0.0189 -0.0148 -0.0063 0.113
H 1.708590 2.479817 -2.889066 0.0065 0.0100 -0.0082 0.114
H 2.313963 2.942939 -1.291139 0.0045 -0.0031 -0.0374 0.105
H 0.951187 1.850810 -1.397488 -0.0892 0.0036 -0.0387 -0.001
H 4.136276 -1.910680 -0.587222 0.0070 0.0029 0.0042 0.090
H 5.070891 -2.219359 -2.032938 -0.0028 -0.0042 -0.0011 0.109
H 3.633220 -3.187410 -1.728358 0.0052 0.0014 -0.0068 0.100
H 3.349555 -1.819638 -4.384425 0.0338 -0.0277 0.0139 0.107
H 4.805052 -0.946467 -3.875255 -0.0048 0.0252 -0.0181 0.104
H 3.299863 -0.069033 -4.187652 -0.0387 -0.0032 -0.0157 0.092
H -1.506633 3.282883 1.402996 0.0038 -0.0155 -0.0539 0.100
H -1.095062 2.176029 0.082184 0.0385 0.1325 0.0493 0.003
H -1.110537 3.910763 -0.198725 -0.0396 0.0503 -0.0068 0.086
H 2.045477 4.753487 0.909607 0.0271 0.0086 -0.0133 0.094
H 0.558982 5.218271 1.763972 0.0102 0.0047 -0.0002 0.116
H 0.590708 5.165069 -0.003248 -0.0120 0.0127 -0.0010 0.104
C -1.188784 3.115987 -2.722279 0.0400 -0.0191 -0.1029 -0.280
Sb -1.397277 1.000462 -2.534354 -0.0194 -0.1055 0.2381 1.390
C -0.214348 0.313046 -4.158065 -0.0155 0.0279 -0.0736 -0.258
C -3.253963 1.075640 -3.566176 0.0003 0.0639 -0.0265 -0.257
H -1.109154 3.310826 -3.792163 -0.0010 0.0437 0.0209 0.037
H -0.335840 3.545559 -2.213013 0.0937 0.0125 0.0083 -0.009
H -2.102040 3.578543 -2.351377 -0.0279 -0.0166 -0.0064 0.035
H -0.793722 -0.421990 -4.714794 0.0088 -0.0045 -0.0199 0.026
H 0.721427 -0.138813 -3.844730 0.0076 0.0134 0.0426 -0.017
H -0.015831 1.166910 -4.805657 0.0070 -0.0477 -0.0406 0.033
H -3.079143 1.834293 -4.329322 -0.0544 -0.0114 -0.0138 0.037
H -4.073319 1.397648 -2.930881 -0.0085 -0.0038 0.0447 0.030
H -3.497227 0.138595 -4.049716 -0.0080 0.1449 -0.0264 -0.004
F -3.590965 2.248923 3.803724 -0.0258 -0.0784 0.0136 0.210
C -3.365821 1.230621 3.018951 0.1581 0.0545 0.1698 -0.668
F -4.010037 0.151811 3.407262 0.0172 -0.0540 0.0213 0.189
F -3.729593 1.536669 1.774168 0.0043 0.0668 -0.1767 0.147
S -1.504812 0.874324 3.003048 0.0331 -0.0087 -0.4687 0.721
O -1.369046 0.392079 1.535318 -0.3272 -0.0042 0.5648 -0.466
O -0.853126 2.121221 3.236561 0.0555 -0.0080 0.0297 -0.231
N -1.119974 -0.367465 3.802222 -0.0824 0.1145 0.3575 -0.289
S -1.208445 -0.237930 5.462512 0.1452 -0.2732 -0.0664 0.673
O -2.124373 0.799132 5.795485 -0.0684 0.0860 0.0317 -0.234
O -1.292152 -1.558619 5.967428 0.0304 0.0110 -0.0993 -0.218
C 0.518481 0.377643 5.901507 -0.0090 0.1459 0.0822 -0.653
F 1.034521 -0.403979 6.819118 -0.0334 0.0110 0.0323 0.192
F 1.319043 0.349201 4.814524 0.0082 -0.0310 -0.0887 0.103
F 0.453790 1.623281 6.329221 -0.0320 -0.0698 -0.0312 0.176

2.
100
Properties=species:S:1:pos:R:3:forces:R:3:lowdin_charge:R:1 method="wB97M-V/def2-TZVPD" lumo_energy_ev=2.2302 gap_ev=6.66 energy_ha=-3276.4617 total_charge=-1
C -4.639292 -2.043148 1.197777 -0.0335 -0.1399 -0.1444 -0.117
C -3.518305 -1.361511 0.390824 -0.0248 -0.0021 0.1057 -0.265
C -2.474206 -2.353313 -0.136662 0.0091 -0.1939 0.0493 -0.228
C -1.658426 -1.892262 -1.377059 -0.1498 -0.1534 0.2226 -0.294
N -1.528911 -0.468516 -1.550443 0.2176 -0.1421 -0.1352 -0.213
P -0.148309 0.603185 -1.267882 -0.7170 0.9365 -0.2150 0.490
N -1.180164 1.881670 -0.525952 0.0178 -0.2083 0.0005 -0.126
S 0.196932 -0.445603 0.774190 0.3113 -0.3557 0.3733 0.548
C 1.427016 1.671590 -1.042807 0.3561 -0.1753 -0.0468 -0.321
C 2.105171 1.922044 0.307654 0.2018 0.3721 0.2179 -0.395
C 1.202773 2.678654 1.293655 0.1069 -0.2944 -0.3434 -0.682
I 2.310708 3.789119 2.768012 0.1441 0.0803 -0.0185 0.747
C -0.256356 1.352796 -3.027619 0.3109 -0.1048 -0.1433 -0.293
C -1.115815 0.671716 -4.089068 -0.1854 0.1294 -0.0260 -0.375
C -0.878235 1.264387 -5.478434 -0.0277 -0.0881 0.0754 -0.629
I -1.987717 3.091566 -5.776483 0.0468 0.0384 -0.0008 0.666
O 0.871570 -0.740394 -2.107486 0.0123 -0.3723 -0.0118 -0.300
N 1.732447 -1.434043 -1.410224 0.0324 0.0600 -0.1000 -0.202
O 2.160626 -2.383679 -2.016180 0.1720 0.0679 -0.0344 -0.055
H -5.495887 -2.289233 0.553389 0.1869 0.0009 0.1236 0.061
H -5.006605 -1.401192 2.006312 0.0440 -0.1115 -0.1271 0.062
H -4.288456 -2.987690 1.638221 -0.0412 0.2653 0.0232 0.065
H -3.011440 -0.641861 1.047364 -0.0685 -0.0269 -0.2818 0.079
H -3.969295 -0.802225 -0.440750 0.0442 -0.0364 0.1768 0.099
H -1.773494 -2.567932 0.681444 -0.1797 0.0254 -0.1337 0.077
H -2.977691 -3.305038 -0.382243 0.1073 0.1865 -0.0188 0.096
H -2.110615 -2.349625 -2.278394 -0.0208 0.1695 0.0711 0.097
H -0.665469 -2.338335 -1.298363 -0.1136 0.1074 -0.0501 0.074
H -2.404906 0.028249 -1.510561 0.0670 -0.0268 0.0504 0.060
H -1.835688 2.234266 -1.219918 0.0637 -0.0119 0.0563 0.027
H -1.744417 1.476363 0.215644 0.0078 0.0352 -0.0351 -0.001
H -0.765190 0.179666 1.459105 -0.1422 -0.0561 -0.0860 -0.230
H 2.189774 1.259082 -1.721275 -0.1352 0.0605 0.1661 0.065
H 1.153594 2.653960 -1.454485 -0.0499 -0.2038 0.0664 0.076
H 2.998702 2.537391 0.110618 -0.2274 -0.0599 -0.0035 0.079
H 2.472310 0.995606 0.765532 -0.2167 0.1858 -0.0918 0.063
H 0.562669 3.404286 0.788954 0.1612 -0.1221 0.1224 0.032
H 0.597562 1.998382 1.888449 0.0775 0.0578 -0.1953 -0.025
H 0.776308 1.313854 -3.405689 -0.1679 0.1593 0.0590 0.070
H -0.512287 2.418458 -2.939200 -0.0129 -0.1629 -0.0318 0.064
H -2.188793 0.737948 -3.859009 0.2729 -0.1558 0.0036 0.070
H -0.852474 -0.395704 -4.127280 -0.0562 0.1930 0.0235 0.105
H 0.164882 1.551745 -5.627652 -0.1669 -0.1236 -0.0804 0.035
H -1.225194 0.625832 -6.293779 0.1168 0.0721 0.1525 0.023
O -1.911424 0.789616 3.266224 -0.2487 -0.1403 0.0510 0.075
C -1.583856 1.704971 3.970018 0.2688 0.1664 0.1112 -0.505
O -1.388924 1.464963 5.288383 -0.0809 -0.0725 -0.2601 0.000
C -0.825548 2.441558 6.167683 0.0810 0.2070 0.0709 -0.250
C -1.878860 3.375765 6.726819 -0.0680 -0.0357 -0.0612 -0.065
C -1.416088 3.103189 3.423674 -0.0068 -0.0189 0.0026 0.002
H -0.017102 2.984161 5.676471 -0.0128 -0.0989 0.0325 0.095
H -0.374591 1.854621 6.966437 0.0309 0.0263 -0.0361 0.119
H -2.343776 3.970350 5.939504 0.0205 0.0182 0.0110 0.066
H -1.426776 4.058725 7.447818 0.0074 -0.0085 0.0000 0.078
H -2.660778 2.805478 7.228501 -0.0203 0.0059 0.0259 0.078
H -2.376378 3.614963 3.502112 -0.0242 0.0202 0.0154 0.095
H -1.156810 3.016063 2.369756 -0.1609 0.0244 0.0766 0.060
H -0.656798 3.697691 3.923578 -0.0200 -0.0161 0.0244 0.038
O -4.864906 0.168874 -3.783693 -0.1179 -0.0222 0.1481 0.104
C -5.153491 -0.867603 -4.309659 0.2571 -0.0757 -0.0994 -0.520
O -5.733215 -1.842655 -3.569363 -0.0721 0.1243 -0.0493 -0.006
C -6.258754 -3.039002 -4.152146 0.0317 -0.0459 0.0049 -0.242
C -5.201417 -4.105340 -4.354642 0.0493 0.0584 0.0467 -0.063
C -4.802331 -1.135300 -5.758001 -0.1150 0.0610 0.0034 0.015
H -6.784486 -2.813144 -5.081045 -0.0033 0.0290 -0.0144 0.108
H -7.006309 -3.376206 -3.434982 0.0242 -0.0084 0.0032 0.121
H -4.442021 -3.787352 -5.068217 -0.0103 -0.0114 -0.0165 0.067
H -5.662958 -5.019570 -4.731112 -0.0099 -0.0013 0.0059 0.078
H -4.704007 -4.328960 -3.411379 -0.0065 0.0064 0.0120 0.082
H -3.800156 -1.565059 -5.785039 0.0068 -0.0147 0.0130 0.093
H -4.775228 -0.177064 -6.270501 0.0475 0.0045 0.0357 0.089
H -5.482211 -1.804048 -6.278262 0.0026 -0.0499 0.0103 0.067
O 7.446547 1.828997 -2.479378 -0.0625 -0.0761 -0.0545 0.091
C 6.664388 1.014637 -2.896593 0.1027 -0.0568 0.0501 -0.532
O 6.202169 0.070636 -2.057631 -0.0314 0.1232 -0.0400 0.002
C 5.200045 -0.887323 -2.441137 -0.1055 -0.1071 0.0472 -0.235
C 5.811475 -2.111357 -3.086594 0.0496 0.0262 -0.0234 -0.060
C 6.247225 0.989750 -4.351105 -0.0853 0.0998 0.0444 0.010
H 4.443780 -0.425911 -3.074342 -0.0013 0.0103 0.0145 0.105
H 4.700620 -1.161686 -1.514348 0.0383 0.0485 0.0145 0.116
H 6.321124 -1.866417 -4.020148 -0.0341 0.0055 -0.0139 0.066
H 5.027335 -2.838551 -3.299007 -0.0083 0.0067 0.0221 0.079
H 6.539164 -2.565383 -2.413072 -0.0195 -0.0116 -0.0014 0.081
H 6.950690 0.359294 -4.896128 -0.0109 -0.0171 -0.0027 0.089
H 6.324872 2.003880 -4.733715 0.0546 -0.0200 0.0079 0.087
H 5.242139 0.617597 -4.524966 0.0094 -0.0261 -0.0071 0.071
O 2.114311 1.561345 5.601984 -0.0462 0.0927 0.3045 0.059
C 2.588681 0.483557 5.815567 0.1399 -0.2019 -0.2087 -0.504
O 2.885914 0.145011 7.101400 -0.1426 0.0814 -0.1048 -0.011
C 3.295352 -1.174862 7.462987 0.0371 -0.0604 0.0211 -0.248
C 4.787367 -1.380142 7.298668 0.0114 0.0622 -0.0249 -0.067
C 2.921758 -0.470191 4.691935 -0.1465 -0.0019 0.0429 0.028
H 2.722316 -1.920655 6.910915 -0.0007 0.0173 -0.0027 0.110
H 3.013752 -1.266349 8.512091 0.0156 0.0095 -0.0120 0.119
H 5.090420 -1.289711 6.255779 -0.0122 -0.0258 0.0044 0.068
H 5.071581 -2.372576 7.652409 -0.0083 0.0059 0.0049 0.078
H 5.333357 -0.634240 7.876864 0.0012 -0.0153 0.0028 0.080
H 3.937259 -0.256833 4.355254 0.0076 0.0019 0.0017 0.098
H 2.242347 -0.259626 3.869309 0.0186 0.0141 -0.0388 0.087
H 2.853800 -1.523088 4.951814 0.0280 0.0083 -0.0008 0.073